[1]
Molecular formula: C17H14N4O2
Method: DFT, ωB97M-V with the def2-TZVPD basis set

Properties
LUMO (Eh): -0.0174
Multiplicity: 1
DFT total energy (Eh): -1025.675199
Relative energy (zero: lowest compared OMol25 entry of this formula, charge and spin) (kJ/mol): 182.0
HOMO-LUMO gap (eV): 7.60
Total charge: 0
SMILES: Nc1nc(C(=O)N2Cc3ccc(O)cc3C2)c2ccccc2n1

Each line ends with the Löwdin charge.
Atoms and positions in Å:
H: 0.88329 -1.31045 1.27034  0.137
C: -3.13602 3.53506 2.37585  0.011
C: 1.30941 -2.44974 -1.53064  -0.240
H: -3.14915 4.49028 2.94654  0.116
C: 0.11333 3.11413 0.77497  -0.496
C: -2.14795 1.88127 0.80301  -0.094
H: 1.63487 -0.00359 0.32126  0.133
H: 3.67559 -4.57328 -2.63421  0.102
H: 3.62659 -2.22676 0.96598  0.132
C: 3.13358 -2.66457 0.06407  0.055
H: -0.08332 -1.40148 -2.89446  0.164
H: 1.11472 4.69924 1.21558  0.103
C: 1.06462 -0.99063 0.21240  -0.072
C: 1.91028 -3.25642 -2.40606  -0.006
C: -4.53150 1.67227 1.60793  -0.060
H: -3.45602 0.31460 0.16544  0.124
C: -4.34855 2.79708 2.40188  -0.085
O: -1.83965 0.20633 -1.76117  0.047
C: 0.03785 -1.82451 -1.81901  -0.125
C: -2.03149 3.03426 1.60927  -0.250
H: -5.40100 1.09258 1.48057  0.081
N: -0.09417 -0.82817 -0.78422  0.006
N: 0.17035 2.02698 0.10098  0.196
H: 1.40882 -3.55694 -3.29093  0.110
N: 1.19450 3.91005 0.58572  0.147
H: 2.02928 3.45965 0.27715  0.092
C: 3.81091 -3.56045 -0.79483  -0.337
C: 3.14840 -3.88248 -1.98321  -0.001
H: -0.88262 -2.47448 -1.75609  0.149
H: -5.18886 3.11645 2.94554  0.084
C: -1.11329 0.15605 -0.72711  -0.324
C: 1.88530 -2.09381 -0.30541  -0.151
H: 5.47507 -4.49814 -1.35305  0.167
C: -3.38351 1.22033 0.84596  0.000
C: -0.99483 1.39196 0.03482  -0.085
O: 5.00993 -4.13519 -0.49653  0.013
N: -0.85479 3.61254 1.53171  0.159

Forces on the atoms, in the same order (eV/Å):
H -1.14 0.66 -0.64
C -1.41 -0.72 0.36
C 0.22 0.07 0.72
H 0.67 -0.91 -0.58
C -0.21 3.80 1.60
C -0.83 -1.12 -0.23
H -0.75 -1.31 -0.40
H -0.25 -0.05 -0.19
H -0.29 -0.77 -0.73
C -0.11 1.62 0.90
H 0.54 -0.24 1.77
H 1.01 0.02 -0.29
C 0.13 1.82 1.80
C 3.24 -2.78 0.94
C 4.33 -1.06 -1.98
H -0.31 1.17 1.03
C 1.94 0.66 -1.04
O 0.32 -0.26 2.69
C -3.48 1.05 -1.77
C -0.55 -0.39 -0.43
H -1.08 -0.29 0.31
N 0.39 1.74 3.38
N -2.01 -4.74 -2.23
H -0.05 -0.17 -0.88
N -0.73 0.87 0.93
H 0.46 0.24 0.08
C -1.88 0.19 -0.85
C -0.71 0.76 -0.89
H 1.00 0.00 -0.04
H -0.75 0.75 0.84
C 1.82 -2.10 -5.91
C 1.48 -1.10 -2.26
H -1.66 1.12 2.44
C -2.15 -1.12 -0.52
C -0.49 1.32 3.25
O 1.35 -0.54 -1.71
N 1.94 1.81 0.50

[2]
Molecular formula: C26H52F5N3O6S
Method: DFT, ωB97M-V with the def2-TZVPD basis set

Properties
LUMO (Eh): 0.0103
Multiplicity: 1
DFT total energy (Eh): -2535.026113
HOMO-LUMO gap (eV): 8.54
Total charge: 0
SMILES: CCN[C@]1(S(=O)(=O)C(F)(F)C(F)(F)F)OC(=O)O[C@H]1CCCCCOCC.CCN(CC)CC.CCN(CC)CC

Each line ends with the Löwdin charge.
Atoms and positions in Å:
F: -4.18294 2.95868 3.13245  0.147
C: 4.37750 -4.57383 -5.40531  -0.080
C: 2.12255 2.01578 2.41682  -0.123
H: 2.50581 1.00607 2.55538  0.120
H: 4.68375 -0.32983 -1.12837  0.109
H: 2.95385 0.70949 0.27779  0.101
H: -9.75240 -1.81414 2.45941  0.114
H: -2.92543 -0.14108 -0.78261  0.080
O: 5.93435 1.32201 -1.01620  -0.152
O: 1.16397 2.48766 0.18202  0.083
C: -6.78340 -0.34101 1.87663  -0.278
F: -1.90308 4.84667 4.88479  0.134
H: 4.02194 3.12744 -0.07490  0.118
H: -9.13693 0.92059 1.20288  0.066
H: 5.38368 -5.09168 -2.72612  0.102
C: -2.87231 0.33114 0.19689  -0.075
H: -7.72881 -2.61630 -1.24328  0.069
C: -1.65407 1.22917 0.26527  -0.232
H: -8.41377 -3.16496 1.14677  0.111
H: -2.78332 -0.45646 0.94556  0.082
F: -2.41533 4.79355 2.75114  0.132
H: -1.73923 1.99060 -0.51523  0.132
C: -8.04024 -1.85626 -0.52413  -0.086
H: -9.04916 -0.53137 3.39012  0.100
H: 4.47365 0.37680 1.12054  0.122
H: 8.18345 2.39213 -1.80039  0.076
C: 7.16962 -4.00866 -3.21535  -0.088
O: -0.27610 2.18655 4.49061  -0.250
C: -2.12907 4.05002 3.83518  -0.438
H: -5.81921 1.20341 3.04002  0.049
H: 2.13805 -4.34901 -3.54526  0.056
H: -6.95717 0.33629 1.02220  0.102
C: 6.77474 0.77483 -2.01927  -0.281
C: -0.41432 2.60741 1.84473  -0.418
C: 4.80323 -3.22846 -4.80024  -0.248
H: 6.17493 0.33671 -2.82309  0.113
O: 0.71527 4.45849 -0.82890  0.181
H: -6.73227 -2.77539 0.90681  0.108
H: 5.76275 -3.77688 -1.62530  0.116
H: -3.77813 0.89812 0.38992  0.070
C: 3.99311 1.02267 0.38050  -0.180
H: -7.50337 -0.93828 -0.76596  0.064
N: -7.79166 -1.37791 1.98289  -0.202
C: 4.13332 2.48244 0.79743  -0.173
H: -5.83457 -0.84022 1.68439  0.109
C: 7.65653 1.86448 -2.59132  -0.073
H: -2.35245 2.54141 1.60654  0.110
H: 0.68444 0.86624 1.33543  0.150
C: 0.52156 3.67244 0.05095  -0.545
N: 4.85715 -3.11839 -3.35295  -0.201
H: -0.76391 0.63179 0.09425  0.114
S: -0.43795 3.26444 3.56029  0.828
C: 4.64722 0.75347 -0.96904  -0.234
O: 0.45828 4.38414 3.59171  -0.230
C: -7.73772 -2.34221 0.89949  -0.250
C: 3.21371 2.97659 1.94026  -0.151
H: 1.84764 -3.94308 -1.86295  0.069
H: 3.14315 -5.05828 -2.27652  0.067
C: -9.81418 0.11658 1.49453  -0.081
C: -6.64460 0.49526 3.13928  -0.078
H: -6.44585 -0.14293 4.00133  0.085
H: -7.54543 1.07495 3.34255  0.068
H: 3.30048 -4.72653 -5.35711  0.055
C: 5.74547 -4.05152 -2.68357  -0.274
C: -9.11629 -0.92978 2.37544  -0.246
H: 4.14006 -2.44096 -5.16660  0.114
H: -10.63920 0.56929 2.04761  0.071
H: 7.37807 -0.02936 -1.58614  0.117
H: 5.16604 2.61436 1.11833  0.110
O: -0.39139 3.81398 1.02871  0.090
H: 4.86292 -5.41525 -4.90910  0.067
H: 7.80535 -4.65922 -2.61399  0.074
C: 0.91556 1.92398 1.46060  -0.209
H: 7.23553 -4.35486 -4.24698  0.065
H: 8.36838 1.41612 -3.28457  0.074
H: 2.71423 3.88827 1.60659  0.112
N: -1.59648 1.86339 1.59727  0.045
C: 3.58419 -2.95056 -2.67862  -0.261
H: 4.66146 -4.60777 -6.45873  0.071
H: 1.80594 2.34000 3.40212  0.081
C: 2.63110 -4.14994 -2.59476  -0.083
H: 7.57163 -2.99580 -3.16548  0.074
H: 3.80767 3.26515 2.80473  0.116
H: -10.23411 -0.31867 0.58914  0.054
C: -3.37116 3.14055 4.18783  -0.557
H: 5.78989 -2.97433 -5.19363  0.100
H: 7.04704 2.56559 -3.16077  0.076
H: 3.06002 -2.11388 -3.14980  0.112
H: -9.10364 -1.68186 -0.68129  0.055
H: 3.80648 -2.61884 -1.65868  0.098
H: 4.00964 1.19244 -1.74897  0.133
F: -3.01838 1.95600 4.65954  0.181
F: -4.07732 3.78010 5.11786  0.181

Forces on the atoms, in the same order (eV/Å):
F 0.56 0.10 -0.03
C -0.03 0.06 -0.04
C 0.12 0.21 -0.07
H 0.10 0.01 -0.05
H 0.09 -0.03 -0.12
H -0.08 -0.01 0.06
H 0.02 -0.03 -0.05
H -0.16 0.06 -0.06
O 0.10 -0.02 0.07
O 0.13 0.19 -0.08
C -0.07 0.21 -0.01
F 0.00 -0.06 -0.17
H -0.16 -0.05 -0.06
H 0.01 0.00 0.02
H 0.01 0.01 0.00
C 0.30 -0.24 0.15
H 0.00 -0.01 0.01
C -0.49 -0.09 -0.03
H -0.04 0.03 0.02
H -0.12 0.01 0.03
F -0.06 -0.10 0.23
H 0.27 0.02 -0.08
C -0.03 -0.05 -0.01
H 0.05 0.01 -0.01
H -0.12 -0.02 0.11
H 0.08 0.04 0.00
C 0.02 -0.01 0.03
O -0.35 0.10 -0.20
C -0.13 -0.12 -0.19
H -0.08 -0.11 -0.04
H 0.04 -0.04 -0.02
H 0.02 -0.02 0.03
C -0.04 0.08 -0.09
C -0.37 1.03 -0.56
C 0.04 0.00 -0.18
H -0.06 -0.05 0.01
O -0.19 -0.67 0.72
H 0.02 0.05 0.02
H -0.06 0.00 0.01
H -0.21 0.00 -0.06
C 0.45 -0.03 -0.17
H 0.01 0.01 0.01
N 0.00 -0.01 -0.02
C 0.08 0.06 0.22
H 0.13 -0.08 -0.08
C -0.21 -0.22 -0.14
H -0.27 -0.14 0.18
H 0.03 0.08 -0.16
C 0.36 0.55 -0.99
N -0.02 0.01 0.02
H 0.06 0.09 -0.04
S 0.90 0.01 0.46
C -0.38 -0.01 0.18
O -0.40 -0.18 -0.05
C 0.06 -0.15 -0.05
C -0.20 0.00 -0.31
H 0.01 0.01 0.00
H 0.02 0.00 0.00
C -0.05 -0.05 0.03
C 0.02 0.02 0.03
H -0.03 -0.01 0.01
H 0.00 0.02 0.01
H 0.00 -0.04 0.06
C 0.06 -0.07 -0.02
C -0.14 0.07 0.09
H -0.04 0.00 0.05
H 0.00 0.00 0.00
H 0.01 -0.06 0.04
H 0.05 0.07 -0.09
O 0.04 -0.23 0.29
H 0.02 0.00 0.01
H 0.01 0.00 0.01
C -0.22 -0.79 0.75
H 0.00 -0.01 -0.01
H 0.15 0.05 0.05
H 0.10 0.14 0.14
N 0.39 0.07 -0.01
C -0.11 0.14 0.14
H 0.00 0.00 0.00
H 0.01 -0.08 -0.01
C -0.03 0.03 -0.02
H -0.02 0.02 -0.02
H 0.04 -0.06 0.06
H 0.06 0.02 -0.04
C -0.24 0.14 0.18
H 0.02 -0.02 0.05
H 0.03 0.14 0.11
H 0.02 -0.01 -0.05
H 0.00 0.05 0.02
H 0.04 -0.05 0.01
H 0.10 -0.02 -0.15
F 0.04 0.08 -0.09
F -0.09 -0.07 0.02

[3]
Molecular formula: C9H26BrNaO11PS2
Method: DFT, ωB97M-V with the def2-TZVPD basis set

Properties
LUMO (Eh): 0.0404
Multiplicity: 1
DFT total energy (Eh): -5060.171911
Relative energy (zero: lowest compared OMol25 entry of this formula, charge and spin) (kJ/mol): 563.7
HOMO-LUMO gap (eV): 4.48
Total charge: -1

Each line ends with the Löwdin charge.
Atoms and positions in Å:
H: 1.16300 -4.28517 -6.82848  0.085
O: -5.31902 -2.21237 1.12953  -0.323
O: -6.03289 -2.60093 3.59657  -0.317
H: 0.69328 2.17751 -6.44911  0.095
H: -1.20323 -3.81197 3.16938  0.065
Na: -3.10269 1.43341 -0.88281  0.799
H: 2.49348 -1.04454 -2.76480  0.093
O: 3.18262 3.04621 3.16011  -0.250
C: -1.73550 -2.86532 3.26239  -0.067
O: -0.20150 -0.98292 -4.51887  -0.258
H: 2.35886 1.68826 -6.05024  0.095
H: -5.55483 -5.21131 0.97167  0.067
H: 1.86322 6.36885 2.50975  0.065
H: 2.54695 5.55866 3.93371  0.057
C: 4.59072 3.06769 3.30715  -0.330
O: -3.52336 3.25376 2.64545  -0.661
S: -5.47608 -3.10529 2.30630  0.738
O: 3.72164 4.84643 1.28549  -0.307
H: -7.16060 -4.51367 1.43715  0.056
C: 1.86551 5.44639 3.09042  -0.082
O: 0.78109 -2.26496 -6.67534  -0.219
O: 1.14837 0.21564 -6.34162  -0.248
C: -6.16344 -4.79602 1.77492  -0.081
S: 2.65043 4.16394 1.99487  0.664
H: -0.49729 -3.71833 -6.75136  0.092
Br: -4.64932 4.66394 -4.06122  -0.932
H: -6.27179 -5.36518 2.69819  0.062
H: -1.22389 -2.27280 4.02085  0.086
H: 0.51240 -3.86702 -5.24955  0.090
O: 1.61725 3.50474 1.27305  -0.274
O: 2.39541 -1.33421 -4.82678  -0.223
C: 2.67595 -0.50069 -3.69163  -0.110
H: -3.26424 -3.69196 4.61884  0.120
H: 4.99384 4.02114 3.64853  0.113
H: 1.00597 1.68256 -4.75816  0.084
H: 3.65833 -0.02852 -3.70175  0.094
O: -3.97879 -3.72564 2.73304  -0.297
C: 4.93087 1.84521 4.17633  -0.065
C: 0.49132 -3.60327 -6.30695  -0.121
H: 5.15456 2.95913 2.38065  0.107
H: 5.95902 1.77993 4.53235  0.074
H: 2.01907 0.36698 -3.63029  0.055
H: 0.86591 5.08169 3.32683  0.074
H: 4.68249 0.97528 3.56837  0.079
H: -1.74547 -2.60614 2.20369  0.081
H: -3.49694 -2.08816 3.97467  0.118
C: 1.30686 1.55488 -5.79800  -0.063
P: 0.92868 -1.13302 -5.48320  0.468
H: -2.77985 3.13163 3.26738  -0.222
H: 4.29556 1.89044 5.06089  0.075
C: -3.17217 -3.09485 3.71161  -0.300

Forces on the atoms, in the same order (eV/Å):
H 0.21 0.22 -0.02
O -0.62 -2.13 2.63
O 0.62 -1.26 -3.41
H 0.06 0.15 0.27
H 0.11 -0.33 0.50
Na -0.29 0.75 0.42
H 0.31 -0.19 -0.12
O -0.24 1.81 -2.10
C -0.32 -2.06 -0.49
O 1.48 -0.88 -0.84
H 0.01 0.91 0.78
H 0.04 0.12 0.36
H -0.16 -0.20 -0.06
H -0.32 -0.03 0.12
C 1.96 -0.80 0.34
O 0.60 -0.45 -0.10
S 1.50 0.83 1.09
O -0.41 -1.35 1.02
H 0.03 -0.18 -0.24
C 0.96 -1.12 -0.81
O 1.45 2.52 2.24
O -0.84 -1.77 0.20
C -0.27 2.26 0.76
S -0.66 1.48 1.15
H -0.16 -0.70 0.51
Br 0.16 -0.32 0.13
H 0.39 -0.10 -0.25
H 0.04 0.44 -0.64
H -0.10 0.51 0.06
O 0.23 -0.38 -0.09
O -0.47 -0.37 -0.17
C -0.63 0.66 0.73
H 0.24 -0.05 0.04
H -0.47 0.15 0.73
H 0.16 -0.17 -0.18
H 0.30 -0.76 -0.41
O -1.43 0.16 -1.52
C -0.58 0.69 0.01
C -0.82 -0.66 -0.87
H -0.57 -0.21 -0.52
H 0.07 0.22 -0.35
H -0.28 -0.23 -0.17
H 0.18 0.13 0.17
H 0.03 -0.16 0.32
H 0.13 1.25 0.29
H -0.76 -0.09 -0.15
C 0.14 -0.77 -1.36
P -0.85 1.55 -0.59
H -0.42 0.02 -0.42
H -0.06 -0.29 0.02
C 0.33 1.18 0.99